Molecular formula: C23H32AsN3OS4V
Method: DFT, ωB97M-V/def2-TZVPD

Values from the calculation:
Charge   -2
Electronic energy   -5907.7746 Ha
Multiplicity   4

Each line ends with the Löwdin spin population.
Element x y z (Å)
V 1.8664 -0.6867 0.6116  2.477
S 4.3239 0.3051 1.9069  -0.007
As 4.1151 -1.7321 1.3029  0.032
S 3.5013 -1.6890 -0.8139  0.029
S 2.2968 -2.4542 2.2282  0.026
S 5.8342 -2.8865 1.6661  0.024
C 0.4601 1.7543 4.2634  0.000
C -0.4631 1.2030 3.2112  0.003
C -1.8405 1.4330 3.2830  0.012
C -2.6638 0.8878 2.3085  0.004
C -4.1533 1.1326 2.3683  0.000
C -2.1435 0.1170 1.2815  0.008
C -0.7547 -0.1707 1.1764  0.016
C 0.0429 0.4345 2.1960  0.014
N -0.0660 -0.8842 0.2824  0.014
C -0.5134 -1.7757 -0.7631  0.009
C 0.0812 -1.2967 -2.1061  0.009
C -0.2052 -2.3022 -3.2183  0.001
C -1.7136 -2.4657 -3.3962  0.001
C -2.3142 -2.9636 -2.0843  0.001
C -1.7172 -4.3198 -1.7248  0.000
C -0.2073 -4.1635 -1.5632  0.001
C 0.4107 -3.6541 -2.8633  0.001
C 0.0827 -3.1657 -0.4506  0.007
C -2.0283 -1.9529 -0.9718  0.001
H 0.1806 2.7719 4.5463  0.000
H 1.4887 1.7545 3.9066  0.000
H 0.4201 1.1294 5.1580  0.000
H -2.2626 2.0225 4.0900  0.001
H -4.3861 1.8769 3.1297  0.000
H -4.6888 0.2133 2.6171  0.000
H -4.5328 1.4883 1.4089  0.000
H -2.8527 -0.2530 0.5600  0.000
H 1.1209 0.2454 2.1920  0.007
H 1.1621 -1.1766 -1.9775  0.005
H -0.3387 -0.3158 -2.3549  0.000
H 0.2358 -1.9372 -4.1554  0.000
H -1.9233 -3.1788 -4.2009  0.000
H -2.1642 -1.5072 -3.6703  0.000
H -3.4046 -3.0629 -2.1991  0.000
H -1.9473 -5.0544 -2.5042  0.000
H -2.1524 -4.6755 -0.7871  0.000
H 0.2368 -5.1324 -1.3040  0.000
H 0.2314 -4.3708 -3.6738  0.000
H 1.4888 -3.5394 -2.7313  0.001
H 1.1659 -3.0530 -0.3389  0.004
H -0.3162 -3.5160 0.5066  0.000
H -2.4863 -2.2999 -0.0428  0.000
H -2.4700 -0.9957 -1.2601  0.000
N 1.8858 0.9397 -0.2347  0.025
C 2.2135 2.0475 -0.4238  0.187
N 2.5881 3.3293 -0.3296  0.048
C 2.2073 3.9949 0.9114  0.013
C 0.7641 4.5010 0.8198  0.002
O 0.5928 5.3603 -0.3002  0.001
C 0.9167 4.6937 -1.5028  0.003
C 2.3663 4.1883 -1.4789  0.013
H 2.8930 4.8376 1.0631  0.002
H 2.3137 3.2856 1.7329  0.000
H 0.4985 5.0996 1.6931  0.000
H 0.0804 3.6413 0.7445  0.001
H 0.7679 5.4241 -2.3031  0.000
H 0.2376 3.8389 -1.6533  0.002
H 3.0455 5.0458 -1.3916  0.001
H 2.5948 3.6358 -2.3925  0.003